[1]
Molecular formula: C19H26F16N2O5S
Method: DFT, ωB97M-V/def2-TZVPD

Summary:
Structure (SMILES): CCCCN[C@H]1C[C@H](S(C)(=O)=O)NC1=O.FC(F)C(F)(F)COC(F)(F)C(F)F.FC(F)C(F)(F)COC(F)(F)C(F)F

```
! RIJCOSX wB97M-V def2-TZVPD def2/J DEFGRID3
* xyz 0 1
C -1.669 1.562 -1.598
C -2.498 0.971 0.530
C -0.074 -1.716 -4.678
F -0.252 -1.912 -2.336
F -1.393 -1.386 -4.742
C 2.274 1.535 0.180
F 2.969 -0.775 -5.013
H 1.915 2.216 0.931
F -1.659 -2.682 4.405
O 1.643 -1.820 -6.491
H -5.932 1.066 0.652
H 5.111 1.444 0.284
H 2.994 3.237 -0.930
H 0.217 -0.059 0.610
H -2.091 0.853 1.520
H -1.225 -4.310 5.473
S -4.503 2.939 0.481
H 0.862 2.056 -1.271
H 0.922 -0.046 -5.679
H 2.173 -1.259 5.707
C -1.594 -3.291 5.607
H -0.155 -0.989 -6.657
H 5.237 3.182 -0.102
H 3.398 -3.831 -6.203
C 0.705 -0.593 4.344
O 0.594 -2.418 6.043
H -0.301 1.249 4.925
N -0.036 0.835 0.223
H 0.890 -0.416 6.517
C 1.092 -1.137 5.725
F 4.591 -2.954 -4.856
C -1.320 0.629 -0.461
O -4.744 3.079 1.862
F -0.598 -3.190 7.712
N -2.329 2.710 -1.132
H -3.139 2.797 -1.739
C -2.807 2.416 0.215
H 2.718 0.653 0.615
F 1.779 0.101 3.874
C -0.679 -2.511 6.548
F -2.842 -3.330 6.125
H -1.443 -0.416 -0.691
F -1.182 -1.292 6.827
F -0.706 0.756 3.036
F 0.501 -1.622 3.491
H 3.514 1.714 -1.537
C 0.610 -1.069 -5.888
C 4.593 2.386 0.217
C 3.361 -3.087 -5.405
C -0.486 0.360 4.316
O -1.452 1.417 -2.716
C -5.627 1.709 -0.154
C 3.335 2.264 -0.625
C 1.063 1.181 -0.675
C 0.435 -1.263 -3.315
F 1.746 -1.569 -3.157
O -4.724 4.142 -0.234
H -3.290 0.253 0.418
F -1.610 -0.244 4.760
H 0.294 -0.189 -3.178
C 2.902 -1.738 -5.953
F 3.740 -1.385 -6.952
H 1.386 0.366 -1.312
H 4.278 2.637 1.219
H -6.487 2.251 -0.488
H -2.285 2.963 0.986
F -0.004 -3.063 -4.785
F 2.519 -3.514 -4.442
H -5.228 1.149 -0.980
*
```



[2]
Molecular formula: C19H26F2O18
Method: DFT, ωB97M-V/def2-TZVPD

```
! RIJCOSX wB97M-V def2-TZVPD def2/J DEFGRID3
* xyz 0 1
O -5.348 0.632 2.078
C 1.957 -0.190 3.609
O -1.698 1.948 -1.316
C 0.147 -0.879 1.147
F -0.722 -2.571 -2.421
O -4.213 -0.348 0.387
O 1.701 0.292 2.385
H 2.102 -1.382 -1.251
H -1.268 -4.511 -2.195
H 2.271 -2.152 4.203
H -2.950 2.916 -2.592
H 2.844 0.601 -2.118
C 0.387 -3.921 -0.701
O 0.200 2.716 -1.889
H 1.218 -0.105 4.405
H -2.974 -0.457 -1.254
H 2.086 1.587 -0.809
O 2.958 -3.893 -2.843
H -2.367 4.091 -1.422
H -0.438 4.538 -2.495
C -4.935 0.662 0.929
C -2.095 3.191 -1.974
O 1.461 2.509 3.054
O -1.866 -0.969 -0.002
H -4.785 1.049 -1.775
C -1.295 -2.240 0.069
H 2.002 3.396 -0.431
H -0.068 -3.330 0.093
O 3.988 0.743 -0.268
C 2.059 -0.540 -0.561
H 0.594 -0.723 2.129
C 3.832 -0.167 0.747
H 1.374 4.103 1.008
C -4.185 1.425 -0.947
H 0.316 3.368 -0.089
O -4.989 1.725 0.180
H 1.017 -0.765 0.501
C -1.115 -0.178 0.926
C -3.329 0.242 -0.496
H 0.182 -4.943 -0.383
C 1.888 -3.929 -2.228
C 1.587 1.617 2.195
O -1.658 -3.208 -0.511
O 1.670 -3.536 -1.032
H -0.786 3.289 -3.669
H 0.978 -0.426 -0.471
H -0.912 0.820 0.537
H -1.742 -0.088 1.813
O 2.724 -0.880 0.558
C -0.364 1.822 -1.236
C 1.291 3.219 0.375
C 2.073 -1.651 3.255
C -0.410 -3.848 -2.080
H -3.696 2.308 -1.360
H 1.074 -2.043 3.061
O 1.488 1.878 0.935
H 2.875 0.239 4.008
C 2.716 0.729 -1.043
O 0.197 0.849 -0.624
O 4.617 -0.278 1.651
O 0.710 -4.341 -2.823
H 2.833 -1.961 2.538
C -0.758 3.501 -2.600
O -0.158 -2.228 0.860
F -2.293 0.677 0.271
*
```



[3]
Molecular formula: C19H26F3O13S4Zn
Method: DFT, ωB97M-V/def2-TZVPD

```
! RIJCOSX wB97M-V def2-TZVPD def2/J DEFGRID3
* xyz -1 1
O 3.735 0.859 -2.299
C -0.298 4.753 -1.539
H 5.545 -2.192 1.707
H -3.525 0.870 -1.516
C -1.681 -4.066 2.677
S 2.533 0.155 -2.697
O 1.611 -0.143 -1.598
F 0.367 1.024 -3.925
O 2.757 -0.981 -3.567
H 0.353 4.238 -2.243
H -0.080 4.866 1.764
Zn 0.465 -0.297 -0.021
F 1.557 2.601 -3.021
H -5.694 -0.214 -1.511
H 4.570 -3.244 0.617
F 2.205 1.694 -4.873
C 3.554 -2.361 2.398
C -0.361 -2.560 1.318
O -1.919 -1.600 -3.392
H -3.705 0.328 -3.219
C -1.417 3.855 -1.022
H 5.267 -0.580 0.147
H 1.464 5.624 -0.532
O 2.092 0.236 1.109
C 4.567 -2.365 1.250
C -1.814 -1.590 3.188
H -0.529 -4.654 0.923
H -2.183 -0.736 3.734
H -5.181 -2.375 -0.281
O 0.507 -2.252 0.436
O -1.247 -0.597 -1.175
C -3.653 0.016 -2.177
H -1.657 3.007 -1.666
H -3.351 -3.312 -1.770
H 4.434 -0.663 3.476
C 0.425 5.392 -0.326
C 1.619 1.459 -3.710
O -0.790 -0.236 1.540
C -4.862 -0.848 -1.826
S 3.478 0.092 1.507
H -2.310 4.400 -0.733
C -0.775 -3.855 1.608
H 2.691 -0.737 3.669
S -0.667 3.020 0.419
O -1.707 2.791 1.389
H -0.733 5.494 -2.219
S -2.245 -1.150 -2.062
C 4.338 -1.091 0.377
C -1.005 -1.365 2.077
C 0.351 4.434 0.866
C -2.118 -2.913 3.567
H -4.113 -1.040 0.140
H 3.758 -1.282 -0.518
H 3.894 -3.017 3.203
H 1.329 4.007 1.098
C -3.157 -2.435 -1.148
H -2.537 -2.866 -0.356
C 3.505 -0.958 2.985
H 2.582 -2.722 2.057
O 0.197 1.954 -0.009
O -2.876 -3.119 4.531
O 4.315 1.257 1.731
H -0.153 6.276 -0.056
C -4.399 -1.724 -0.667
O -2.150 -5.189 2.894
H -5.174 -1.375 -2.729
*
```



[4]
Molecular formula: C19H26F4O18S
Method: DFT, ωB97M-V/def2-TZVPD

```
! RIJCOSX wB97M-V def2-TZVPD def2/J DEFGRID3
* xyz 0 1
C 2.206 0.212 -4.404
H 7.093 3.547 6.632
O -3.983 -1.597 -4.520
C 7.047 2.740 5.897
S -5.191 -0.898 -3.648
O 0.051 2.105 10.575
O 1.053 0.309 9.654
H 6.087 1.856 0.384
C -9.126 -2.955 -4.336
F 5.369 1.867 7.313
O -0.797 -2.544 -3.989
O 2.798 -0.168 0.603
H -8.793 -2.352 -3.495
C 1.571 0.109 8.352
H 7.955 2.144 5.972
C 3.514 0.778 0.580
H 5.889 0.900 5.634
H -2.405 -0.185 -1.952
C -10.755 -4.442 -4.740
H 2.206 1.703 -2.807
H -2.527 -1.937 -1.841
C 0.741 1.633 9.738
H 0.041 -1.359 -2.482
C 1.864 0.650 -2.945
C -1.412 -1.379 -4.506
O 4.540 0.981 1.443
F -9.772 -1.568 -6.137
H 2.503 -1.987 -3.188
F 2.518 -0.864 8.400
F 4.720 3.568 -0.814
H 3.311 0.230 -4.548
H 0.781 0.653 -2.715
O 5.105 3.770 3.320
H -2.909 0.035 -4.132
H 2.442 0.063 -2.198
C 2.174 1.444 8.026
O 3.404 1.800 -0.312
C -2.989 -1.055 -2.330
H 2.168 1.657 6.957
C 4.180 2.867 0.216
O -4.412 -0.940 -2.175
O -5.421 0.549 -3.914
O 4.861 2.644 5.256
O -9.731 -4.172 -3.892
C -10.243 -2.311 -5.103
O -10.949 -3.424 -5.624
O 1.320 2.342 8.733
O -11.403 -5.434 -4.711
H -1.565 -1.555 -5.596
C 5.578 3.285 4.298
H 0.765 -0.199 7.681
O 1.593 -0.997 -4.849
C 0.279 -2.239 -3.117
H 0.449 -3.090 -2.420
O 6.901 3.296 4.588
H 1.810 1.014 -5.072
H -8.266 -3.185 -4.967
H -10.917 -1.702 -4.495
C 5.235 2.151 1.003
H 5.593 2.739 1.852
H 1.774 -2.987 -4.458
H 3.541 3.523 0.811
H 3.194 1.543 8.399
O -6.519 -1.535 -3.705
C 1.637 -2.040 -3.882
H -0.781 -0.467 -4.435
C 5.801 1.915 6.028
C -2.798 -1.055 -3.886
*
```



| no. | energy (eV) | frontier orbital gap (eV) | highest occupied orbital energy (eV) |
| --- | --- | --- | --- |
| 1 | -87656.067 | 9.8787 | -9.43 |
| 2 | -62392.882 | 8.4732 | -9.05 |
| 3 | -146656.131 | 6.3070 | -4.39 |
| 4 | -78681.581 | 9.8392 | -9.89 |